Entry 1:
Formula: C9H10Br2N
Source: the Open Molecules 2025 dataset
Level of theory: ωB97M-V/def2-TZVPD

Summary:
HOMO-LUMO gap = 0.2603 Ha
net charge = +1
highest occupied orbital energy = -12.99 eV
energy relative to the best compared isomer or geometry (same formula, charge and spin) = 54.4 kcal per mole

Positions of all 22 atoms, in Å:
1 C -0.155 -2.796 -0.405
2 C 0.193 -2.298 -1.614
3 C -0.103 -1.986 0.699
4 C 0.536 -0.920 -1.870
5 C 0.335 -0.561 0.587
6 C 0.700 -0.054 -0.722
7 C -0.122 0.345 1.667
8 C -1.162 1.256 1.101
9 C 1.287 1.202 -0.953
10 N -0.569 2.414 0.425
11 Br 1.020 2.159 -2.575
12 Br 2.602 1.835 0.130
13 H -0.307 -3.907 -0.328
14 H 0.282 -2.933 -2.531
15 H -0.437 -2.268 1.726
16 H 0.911 -0.662 -2.872
17 H -0.636 -0.283 2.524
18 H 0.707 1.020 2.145
19 H -1.869 0.855 0.298
20 H -1.721 1.538 1.984
21 H -1.013 2.787 -0.406
22 H -0.479 3.257 0.992

---

Entry 2:
Formula: C9H10BrFN3O
Source: the Open Molecules 2025 dataset
Level of theory: ωB97M-V/def2-TZVPD

Summary:
HOMO-LUMO gap = 0.3112 Ha
net charge = +1
highest occupied orbital energy = -12.69 eV
energy relative to the best compared isomer or geometry (same formula, charge and spin) = 30.9 kcal per mole

Positions of all 25 atoms, in Å:
1 C -2.497 1.363 -0.211
2 C -3.184 2.548 -0.365
3 C -1.310 3.759 0.563
4 C -1.207 1.352 0.317
5 C -0.632 2.566 0.698
6 C -2.594 3.748 0.027
7 C -1.071 -0.881 1.110
8 C 0.809 -0.052 -0.070
9 C 2.066 -2.171 -0.392
10 N -0.535 0.104 0.511
11 N 0.212 -2.204 1.575
12 N 1.485 -1.193 0.498
13 O 0.073 -3.240 1.067
14 F 0.598 2.567 1.238
15 Br -3.539 5.369 -0.169
16 H -2.951 0.434 -0.519
17 H -4.179 2.551 -0.782
18 H -0.841 4.677 0.882
19 H -2.036 -0.838 1.583
20 H 0.677 -0.187 -1.152
21 H 1.371 0.871 0.099
22 H 1.456 -3.091 -0.345
23 H 2.082 -1.828 -1.424
24 H 3.077 -2.430 -0.084
25 H 2.076 -0.948 1.285

---

Entry 3:
Formula: C9H10CoN2OSSe
Source: the Open Molecules 2025 dataset
Level of theory: ωB97M-V/def2-TZVPD

Summary:
HOMO-LUMO gap (spin up / spin down) = 0.2262 / 0.2265 Ha
net charge = -1
highest occupied orbital energy (spin up / spin down) = -2.93 / -2.93 eV

Positions of all 25 atoms, in Å:
1 Co 0.276 -0.276 -0.422
2 S 2.593 0.095 -0.065
3 C 1.959 1.689 -0.111
4 C 2.649 2.898 0.055
5 C 1.941 4.081 0.004
6 C 0.561 4.057 -0.210
7 C -0.050 2.826 -0.366
8 N 0.635 1.685 -0.321
9 H 3.716 2.875 0.225
10 H 2.456 5.026 0.134
11 H -0.022 4.966 -0.255
12 H -1.113 2.722 -0.544
13 Se -1.856 0.022 -1.582
14 C -3.061 -0.692 -0.387
15 N -3.825 -1.142 0.360
16 C -1.280 -2.991 1.711
17 O -0.344 -2.116 1.063
18 C 0.049 -2.066 -0.202
19 C -0.151 -3.308 -1.008
20 H -1.175 -4.035 1.416
21 H -2.285 -2.637 1.488
22 H -1.073 -2.898 2.774
23 H -0.371 -4.212 -0.442
24 H 0.741 -3.472 -1.613
25 H -0.970 -3.098 -1.701